ORCA calculation (ωB97M-V/def2-TZVPD) on a 16-piece molecular cluster, C36H87Cl4N3O26 overall at a distorted geometry.

E   -146530.5767 eV
2S+1   1
Orbital gap   0.23226 hartree

Atoms and positions in Å:
N 31.73 -15.93 -2.45
H 31.45 -15.31 -3.20
H 31.12 -16.74 -2.42
H 31.72 -15.37 -1.61
H 32.69 -16.25 -2.46
C 25.60 -19.65 -7.13
C 27.01 -19.77 -7.84
N 27.90 -18.75 -7.31
C 27.69 -17.37 -7.17
C 28.87 -16.83 -6.56
N 29.80 -17.84 -6.40
C 29.21 -18.99 -6.90
C 31.06 -17.76 -5.79
H 25.68 -19.68 -6.05
H 25.03 -20.54 -7.40
H 24.99 -18.77 -7.35
H 27.00 -19.61 -8.91
H 27.47 -20.75 -7.68
H 26.78 -16.89 -7.49
H 29.19 -15.84 -6.29
H 29.61 -19.99 -6.91
H 31.53 -18.73 -5.67
H 31.07 -17.23 -4.84
H 31.71 -17.17 -6.43
C 26.59 -18.60 -3.66
C 26.18 -17.35 -3.91
C 27.09 -16.12 -3.71
O 26.71 -14.90 -3.94
C 28.35 -16.26 -3.18
C 28.83 -17.59 -2.86
C 27.87 -18.87 -3.13
O 28.28 -20.01 -3.00
O 29.91 -17.82 -2.30
O 25.00 -17.20 -4.42
H 25.98 -19.47 -3.84
H 29.02 -15.42 -3.10
C 23.24 -15.70 -7.18
C 22.97 -14.18 -7.37
O 23.01 -13.58 -6.07
O 24.60 -15.89 -6.97
H 22.83 -16.19 -8.06
H 22.74 -16.18 -6.33
H 22.01 -14.11 -7.89
H 23.71 -13.71 -8.00
H 23.94 -13.51 -5.83
H 24.72 -16.29 -6.10
C 32.31 -23.36 -5.45
C 31.45 -22.14 -5.13
O 32.25 -21.13 -4.55
O 32.59 -24.06 -4.24
H 33.25 -23.14 -5.96
H 31.68 -24.04 -6.02
H 30.63 -22.51 -4.50
H 31.10 -21.67 -6.05
H 32.89 -20.78 -5.16
H 32.81 -23.40 -3.57
C 27.82 -12.46 -6.32
C 26.40 -12.95 -6.58
O 25.57 -12.78 -5.42
O 28.52 -13.35 -5.45
H 27.91 -11.50 -5.80
H 28.32 -12.21 -7.26
H 26.42 -14.03 -6.73
H 26.03 -12.56 -7.53
H 25.97 -13.45 -4.86
H 27.90 -13.92 -4.99
C 35.18 -15.55 -6.54
C 35.40 -14.39 -7.44
O 36.14 -13.38 -6.72
O 36.41 -16.30 -6.36
H 34.30 -16.07 -6.93
H 34.92 -15.30 -5.52
H 34.45 -13.95 -7.72
H 35.89 -14.67 -8.38
H 35.74 -12.54 -6.98
H 36.94 -15.72 -5.81
C 22.69 -21.04 -10.01
C 22.92 -22.35 -9.20
O 24.29 -22.51 -8.87
O 23.36 -21.13 -11.24
H 23.09 -20.22 -9.42
H 21.62 -20.86 -10.13
H 22.69 -23.24 -9.79
H 22.32 -22.37 -8.30
H 24.37 -23.32 -8.35
H 24.21 -20.71 -11.08
C 26.19 -22.64 -4.21
C 27.46 -22.77 -5.05
O 28.08 -21.53 -5.27
O 26.50 -22.25 -2.88
H 25.63 -23.57 -4.16
H 25.63 -21.84 -4.69
H 27.30 -23.30 -5.99
H 28.12 -23.42 -4.47
H 28.23 -21.08 -4.43
H 26.95 -21.41 -2.93
C 26.30 -20.14 -13.03
C 26.23 -19.05 -11.96
O 25.45 -19.45 -10.82
O 27.26 -21.07 -12.65
H 26.56 -19.76 -14.02
H 25.35 -20.67 -13.06
H 25.85 -18.13 -12.40
H 27.21 -18.71 -11.63
H 25.21 -18.66 -10.33
H 26.97 -21.51 -11.85
C 25.62 -15.76 -10.39
C 27.13 -15.51 -10.36
O 27.47 -14.84 -9.19
O 25.17 -16.78 -9.53
H 25.33 -16.07 -11.40
H 25.06 -14.84 -10.24
H 27.38 -14.97 -11.27
H 27.72 -16.42 -10.43
H 28.32 -14.43 -9.38
H 24.99 -16.35 -8.69
C 31.70 -13.23 -6.55
C 31.99 -13.88 -5.15
O 30.85 -14.43 -4.65
O 31.60 -14.28 -7.50
H 32.44 -12.55 -6.96
H 30.81 -12.60 -6.58
H 32.39 -13.11 -4.49
H 32.82 -14.58 -5.28
H 30.07 -13.90 -4.83
H 32.10 -14.13 -8.31
C 29.27 -22.87 -8.99
C 29.42 -24.10 -8.20
O 30.60 -24.82 -8.59
O 30.12 -21.85 -8.51
H 28.25 -22.47 -8.93
H 29.54 -23.00 -10.04
H 28.55 -24.72 -8.41
H 29.42 -23.88 -7.13
H 30.65 -25.66 -8.13
H 31.04 -22.15 -8.50
C 34.38 -18.02 -2.37
C 35.15 -16.76 -2.94
O 34.37 -15.58 -2.79
O 33.32 -18.26 -3.28
H 34.03 -17.80 -1.36
H 35.09 -18.84 -2.38
H 35.43 -16.84 -3.99
H 36.10 -16.63 -2.41
H 34.86 -14.82 -3.11
H 33.72 -18.64 -4.07
C 31.57 -18.62 -9.75
Cl 32.20 -17.03 -9.28
Cl 29.82 -18.53 -10.19
H 32.11 -18.84 -10.67
H 31.77 -19.30 -8.92
C 21.79 -19.57 -5.29
Cl 21.18 -21.28 -5.51
Cl 22.11 -18.79 -6.81
H 21.09 -18.97 -4.69
H 22.72 -19.61 -4.72

Results of the Löwdin charge analysis, in e, for atoms 1 through 99:
1. N 0.31
2. H 0.07
3. H 0.04
4. H 0.15
5. H 0.06
6. C -0.03
7. C -0.13
8. N -0.02
9. C 0.05
10. C 0.03
11. N -0.07
12. C -0.01
13. C -0.02
14. H 0.05
15. H 0.06
16. H 0.04
17. H 0.10
18. H 0.10
19. H 0.10
20. H 0.12
21. H 0.12
22. H 0.09
23. H 0.08
24. H 0.06
25. C -0.02
26. C -0.34
27. C -0.30
28. O -0.07
29. C -0.01
30. C -0.28
31. C -0.32
32. O -0.01
33. O -0.03
34. O -0.06
35. H 0.11
36. H 0.09
37. C -0.28
38. C -0.20
39. O -0.06
40. O -0.10
41. H 0.09
42. H 0.09
43. H 0.11
44. H 0.10
45. H 0.03
46. H 0.05
47. C -0.23
48. C -0.23
49. O -0.07
50. O -0.06
51. H 0.12
52. H 0.10
53. H 0.13
54. H 0.09
55. H 0.07
56. H 0.08
57. C -0.20
58. C -0.21
59. O -0.06
60. O -0.10
61. H 0.12
62. H 0.11
63. H 0.10
64. H 0.12
65. H 0.04
66. H 0.04
67. C -0.23
68. C -0.23
69. O -0.06
70. O -0.06
71. H 0.10
72. H 0.09
73. H 0.10
74. H 0.13
75. H 0.08
76. H 0.08
77. C -0.23
78. C -0.23
79. O -0.09
80. O -0.08
81. H 0.09
82. H 0.12
83. H 0.11
84. H 0.09
85. H 0.08
86. H 0.02
87. C -0.23
88. C -0.25
89. O -0.08
90. O -0.06
91. H 0.12
92. H 0.10
93. H 0.11
94. H 0.11
95. H 0.03
96. H 0.03
97. C -0.22
98. C -0.21
99. O -0.08


ORCA calculation (ωB97M-V/def2-TZVPD) on a 6-piece molecular cluster, C36H88N4 overall at a distorted geometry.

E   -44700.8660 eV
Energy relative to the best compared isomer or geometry (same formula, charge and spin)   70.0 kcal per mole
SMILES   CCN(CC)CC.CCN(CC)CC.CCN(CC)CC.CCN(CC)CC.CCCCCC.CCCCCC
2S+1   1
Orbital gap   0.31501 hartree

Atoms and positions in Å:
C -5.35 -7.06 -0.06
C -5.46 -5.97 1.00
N -4.23 -5.78 1.94
C -4.48 -4.84 3.06
C -4.38 -3.45 2.53
C -3.56 -7.05 2.34
C -4.32 -7.98 3.18
H -5.19 -8.13 0.17
H -4.51 -6.70 -0.76
H -6.39 -7.02 -0.76
H -6.45 -6.06 1.74
H -5.91 -5.06 0.59
H -3.74 -4.74 3.72
H -5.39 -5.11 3.51
H -3.41 -3.24 2.20
H -4.45 -2.62 3.24
H -5.07 -3.52 1.56
H -2.67 -6.77 3.03
H -3.31 -7.86 1.54
H -4.96 -8.54 2.64
H -4.43 -7.52 4.22
H -3.69 -8.77 3.49
C -0.39 3.39 -1.22
C -0.43 2.06 -1.79
N -0.70 2.13 -3.18
C 0.06 1.27 -4.09
C -0.11 -0.19 -3.82
C -2.13 2.20 -3.63
C -2.37 2.58 -5.01
H 0.28 3.24 -0.13
H -1.45 3.88 -1.34
H 0.30 3.93 -1.68
H -1.23 1.37 -1.34
H 0.49 1.43 -1.63
H 1.02 1.51 -3.82
H -0.06 1.56 -5.23
H 0.01 -0.34 -2.84
H 0.50 -0.74 -4.48
H -1.16 -0.43 -4.04
H -2.60 2.74 -2.76
H -2.57 1.28 -3.34
H -1.78 1.92 -5.85
H -2.19 3.63 -5.33
H -3.35 2.36 -5.32
C 2.94 -1.92 1.93
C 4.29 -1.69 2.58
N 5.48 -2.14 1.80
C 5.64 -1.65 0.38
C 5.84 -0.06 0.16
C 6.77 -1.96 2.55
C 6.87 -3.14 3.56
H 3.00 -3.02 1.56
H 2.78 -1.11 1.16
H 2.00 -2.05 2.57
H 4.35 -2.08 3.59
H 4.34 -0.84 2.92
H 4.68 -2.07 0.02
H 6.46 -2.31 -0.04
H 6.57 0.14 0.79
H 4.85 0.46 0.57
H 6.01 0.21 -0.77
H 6.61 -1.05 3.22
H 7.57 -1.91 2.06
H 7.85 -3.41 3.71
H 6.76 -4.07 3.02
H 6.31 -2.91 4.50
C 4.67 6.61 0.00
C 5.49 5.66 -0.76
N 5.15 4.23 -0.75
C 3.94 3.87 -1.47
C 3.57 4.21 -2.88
C 6.15 3.40 -1.41
C 7.33 3.01 -0.56
H 5.31 7.59 0.00
H 4.23 6.29 1.00
H 3.65 6.76 -0.46
H 6.37 5.81 -0.56
H 5.44 6.09 -1.77
H 3.01 4.38 -0.84
H 3.46 2.91 -1.00
H 3.61 5.30 -2.98
H 2.58 4.01 -3.21
H 4.33 3.57 -3.51
H 6.31 3.76 -2.47
H 5.68 2.40 -1.61
H 7.55 3.98 -0.28
H 8.22 2.81 -1.21
H 7.17 2.29 0.39
C -1.75 -0.51 1.23
C -1.39 0.67 2.08
C 0.21 0.62 2.31
C 0.80 1.85 3.03
C 2.38 1.82 3.14
C 3.06 1.99 1.91
H -3.00 -0.66 1.40
H -1.31 -1.41 1.74
H -1.61 -0.35 0.16
H -1.95 0.67 3.00
H -1.75 1.53 1.57
H 0.79 0.20 1.35
H 0.30 -0.24 2.92
H 0.60 1.86 3.97
H 0.63 2.54 2.25
H 2.66 0.96 3.68
H 2.60 2.43 3.93
H 2.98 1.15 1.16
H 3.99 2.01 2.18
H 2.96 3.06 1.58
C -5.80 -0.78 0.70
C -5.24 0.56 0.25
C -5.39 0.95 -1.25
C -6.84 0.83 -1.89
C -6.88 1.63 -3.15
C -6.11 0.92 -4.33
H -6.91 -0.81 0.60
H -5.80 -0.95 1.76
H -5.31 -1.69 0.43
H -4.32 0.79 0.66
H -5.90 1.39 0.73
H -4.75 0.17 -1.77
H -4.99 1.86 -1.57
H -7.60 1.30 -1.26
H -7.15 -0.27 -2.00
H -6.43 2.64 -3.04
H -7.98 1.76 -3.39
H -6.38 -0.24 -4.35
H -5.07 0.77 -4.16
H -6.28 1.71 -5.29

Results of the Löwdin charge analysis, in e, for atoms 1 through 99:
1. C -0.14
2. C -0.26
3. N -0.15
4. C -0.28
5. C -0.10
6. C -0.28
7. C -0.15
8. H 0.05
9. H 0.09
10. H 0.13
11. H 0.14
12. H 0.08
13. H 0.07
14. H 0.10
15. H 0.04
16. H 0.08
17. H 0.10
18. H 0.14
19. H 0.13
20. H 0.03
21. H 0.11
22. H 0.06
23. C -0.08
24. C -0.34
25. N -0.20
26. C -0.26
27. C -0.07
28. C -0.26
29. C -0.10
30. H 0.15
31. H 0.12
32. H -0.01
33. H 0.12
34. H 0.13
35. H 0.07
36. H 0.13
37. H 0.02
38. H 0.07
39. H 0.09
40. H 0.12
41. H 0.08
42. H 0.13
43. H 0.09
44. H 0.03
45. C -0.08
46. C -0.27
47. N -0.17
48. C -0.18
49. C -0.03
50. C -0.21
51. C -0.08
52. H 0.11
53. H 0.06
54. H 0.09
55. H 0.12
56. H 0.00
57. H 0.09
58. H 0.12
59. H 0.00
60. H 0.10
61. H 0.00
62. H 0.13
63. H 0.02
64. H 0.02
65. H 0.07
66. H 0.09
67. C -0.10
68. C -0.28
69. N -0.14
70. C -0.34
71. C -0.10
72. C -0.31
73. C -0.09
74. H 0.12
75. H 0.09
76. H 0.07
77. H 0.01
78. H 0.12
79. H 0.13
80. H 0.13
81. H 0.07
82. H 0.05
83. H 0.11
84. H 0.13
85. H 0.10
86. H 0.02
87. H 0.09
88. H 0.12
89. C -0.13
90. C -0.27
91. C -0.19
92. C -0.15
93. C -0.27
94. C -0.14
95. H 0.12
96. H 0.07
97. H 0.05
98. H 0.10
99. H 0.08


ORCA calculation (ωB97M-V/def2-TZVPD) on a 6-piece molecular cluster, C36H88N4 overall at a distorted geometry.

E   -44698.2359 eV
Energy relative to the best compared isomer or geometry (same formula, charge and spin)   130.7 kcal per mole
SMILES   CCN(CC)CC.CCN(CC)CC.CCN(CC)CC.CCN(CC)CC.CCCCCC.CCCCCC
2S+1   1
Orbital gap   0.32100 hartree

Atoms and positions in Å:
C -0.09 1.60 -1.87
C -0.40 2.96 -1.27
N -1.22 2.83 -0.03
C -1.21 3.95 0.98
C -1.10 5.40 0.26
C -2.70 2.68 -0.24
C -3.33 1.85 0.91
H 0.59 0.90 -1.23
H 0.63 1.81 -2.54
H -0.79 1.01 -2.30
H -0.79 3.61 -2.14
H 0.54 3.16 -0.91
H -0.24 3.87 1.33
H -1.97 4.01 1.78
H -0.27 5.68 -0.12
H -1.38 6.04 1.00
H -1.99 5.36 -0.52
H -2.73 2.16 -1.34
H -3.24 3.56 -0.41
H -4.40 1.83 0.80
H -3.36 2.36 1.69
H -2.77 1.00 1.13
C -0.41 -1.67 -0.01
C 0.80 -2.44 -0.57
N 1.75 -3.00 0.49
C 2.62 -4.10 -0.03
C 3.74 -3.79 -1.12
C 2.48 -1.81 1.22
C 3.09 -2.38 2.52
H -0.19 -0.80 0.38
H -0.97 -2.34 0.74
H -0.90 -1.39 -0.78
H 1.32 -1.74 -1.02
H 0.42 -3.13 -1.34
H 1.90 -4.67 -0.40
H 3.28 -4.63 0.95
H 4.46 -3.05 -0.68
H 3.07 -3.33 -1.93
H 4.24 -4.70 -1.17
H 1.71 -1.05 1.42
H 3.36 -1.38 0.52
H 3.84 -2.96 2.25
H 2.39 -3.11 3.13
H 3.27 -1.67 3.17
C 3.65 2.26 0.01
C 3.47 2.04 -1.55
N 4.89 1.91 -2.17
C 5.92 0.83 -1.63
C 5.26 -0.44 -2.01
C 5.64 3.23 -2.27
C 6.37 3.21 -3.59
H 3.82 3.20 0.23
H 3.89 1.40 0.48
H 2.68 2.12 0.20
H 2.93 3.02 -1.81
H 3.18 1.00 -1.79
H 5.80 0.78 -0.40
H 6.91 0.94 -2.02
H 5.36 -0.23 -3.04
H 4.22 -0.48 -1.56
H 6.15 -1.14 -1.82
H 6.33 3.43 -1.58
H 4.98 4.08 -2.33
H 5.71 3.14 -4.47
H 7.18 2.37 -3.80
H 6.71 4.18 -3.71
C -2.10 -1.48 -4.85
C -0.61 -1.89 -4.51
N 0.32 -0.74 -5.00
C 1.70 -0.61 -4.41
C 2.49 -1.90 -4.53
C 0.44 -0.81 -6.41
C 0.89 0.44 -7.03
H -2.23 -0.50 -4.54
H -2.74 -2.18 -4.28
H -2.41 -1.64 -5.99
H -0.38 -2.82 -4.94
H -0.74 -1.92 -3.43
H 1.77 -0.47 -3.17
H 2.42 0.12 -4.80
H 1.86 -2.75 -4.23
H 3.47 -1.81 -3.93
H 2.55 -2.06 -5.58
H -0.43 -0.77 -6.80
H 0.72 -1.90 -6.98
H 0.72 0.18 -7.96
H 2.05 0.47 -7.01
H 0.55 1.41 -6.74
C -10.13 0.62 1.42
C -9.21 -0.23 2.41
C -7.77 -0.37 2.01
C -7.05 -1.16 2.99
C -5.70 -1.65 2.39
C -5.06 -2.57 3.35
H -9.65 1.71 1.26
H -11.13 0.63 1.71
H -10.09 0.32 0.22
H -9.76 -1.20 2.48
H -9.43 0.13 3.28
H -7.47 0.73 1.82
H -7.63 -0.72 0.98
H -7.27 -2.16 3.29
H -6.90 -0.63 4.01
H -5.10 -0.59 2.26
H -5.63 -2.04 1.47
H -4.95 -2.16 4.35
H -4.02 -2.71 3.03
H -5.50 -3.76 3.35
C -1.12 1.19 3.95
C -0.99 -0.33 4.35
C 0.43 -0.73 4.47
C 1.02 -0.26 5.77
C 2.45 -0.86 5.97
C 2.66 -1.43 7.41
H -1.08 1.76 4.73
H -2.02 1.49 3.74
H -0.59 1.55 3.02
H -1.17 -0.99 3.38
H -1.57 -0.66 5.10
H 1.03 -0.25 3.73
H 0.62 -1.85 4.38
H 0.44 -0.83 6.65
H 0.81 0.71 5.89
H 3.13 -0.02 5.77
H 2.50 -1.52 5.33
H 3.57 -2.14 7.30
H 1.92 -2.03 7.97
H 3.04 -0.67 8.08

Results of the Löwdin charge analysis, in e, for atoms 1 through 99:
1. C -0.10
2. C -0.23
3. N -0.16
4. C -0.19
5. C -0.04
6. C -0.23
7. C -0.06
8. H 0.10
9. H 0.02
10. H 0.03
11. H 0.15
12. H 0.07
13. H 0.06
14. H 0.12
15. H -0.01
16. H 0.02
17. H 0.11
18. H 0.15
19. H 0.07
20. H 0.08
21. H -0.04
22. H 0.06
23. C -0.06
24. C -0.21
25. N -0.15
26. C -0.24
27. C -0.07
28. C -0.17
29. C -0.09
30. H -0.01
31. H 0.12
32. H -0.01
33. H 0.03
34. H 0.12
35. H 0.04
36. H 0.17
37. H 0.05
38. H 0.08
39. H 0.03
40. H 0.09
41. H 0.13
42. H 0.00
43. H 0.13
44. H -0.01
45. C -0.05
46. C -0.16
47. N -0.16
48. C -0.24
49. C -0.15
50. C -0.26
51. C -0.12
52. H 0.04
53. H 0.03
54. H 0.01
55. H 0.14
56. H 0.07
57. H 0.15
58. H 0.09
59. H 0.05
60. H 0.07
61. H 0.11
62. H 0.06
63. H 0.11
64. H 0.07
65. H 0.11
66. H 0.03
67. C -0.09
68. C -0.18
69. N -0.13
70. C -0.24
71. C -0.12
72. C -0.36
73. C -0.08
74. H 0.03
75. H 0.07
76. H 0.11
77. H 0.08
78. H 0.09
79. H 0.13
80. H 0.10
81. H 0.06
82. H 0.09
83. H 0.04
84. H 0.02
85. H 0.19
86. H 0.02
87. H 0.11
88. H 0.09
89. C -0.11
90. C -0.27
91. C -0.26
92. C -0.25
93. C -0.31
94. C -0.16
95. H 0.09
96. H 0.02
97. H 0.11
98. H 0.12
99. H 0.03


The lowest orbital gap belongs to which entry? C36H87Cl4N3O26